# C41H39AsN3O4STa

A molecular structure, C41H39AsN3O4STa at a distorted geometry (wB97M-V/def2-TZVPD, the OMol25 dataset).

ΔE to the lowest compared entry with this formula, charge and spin = 0.571 eV
Energy = -4742.05006 Eh
Total charge = 0
HOMO energy = -7.53 eV
HOMO-LUMO gap = 0.25790 Ha
Spin multiplicity = 1
Lowest unoccupied orbital energy = -0.5 eV

XYZ file:
```
90
Properties=species:S:1:pos:R:3:lowdin_charge:R:1
Ta -0.203 -0.037 -0.340 1.541
O 0.018 4.472 3.043 0.054
C 1.281 4.008 3.038 -0.268
C 2.177 4.578 3.941 -0.017
C 3.489 4.150 3.988 -0.077
C 3.942 3.143 3.135 -0.085
C 3.054 2.565 2.251 -0.018
C 1.721 2.975 2.191 -0.067
C 0.824 2.311 1.231 -0.413
O 1.195 1.194 0.679 -0.290
N -0.322 2.869 0.970 0.056
N -1.012 2.092 0.053 -0.060
C -2.037 2.665 -0.469 -0.033
C -2.855 2.101 -1.508 -0.158
C -4.063 2.718 -1.854 -0.036
C -4.842 2.214 -2.871 -0.087
C -4.390 1.095 -3.583 -0.065
C -3.188 0.493 -3.275 0.004
C -2.423 0.977 -2.217 -0.313
O -1.271 0.400 -1.906 -0.313
H -0.459 4.022 2.307 0.065
H 1.814 5.364 4.592 0.117
H 4.172 4.611 4.692 0.104
H 4.975 2.820 3.159 0.094
H 3.379 1.788 1.572 0.101
H -2.274 3.664 -0.115 0.141
H -4.382 3.597 -1.302 0.115
H -5.785 2.682 -3.125 0.100
H -4.989 0.700 -4.395 0.106
H -2.815 -0.364 -3.822 0.123
S 1.629 0.142 -2.139 0.608
C 2.186 -1.512 -2.466 -0.682
C 2.469 -1.914 -3.771 -0.113
C 2.971 -3.187 -4.015 -0.086
C 3.192 -4.074 -2.968 -0.090
C 2.907 -3.679 -1.668 -0.088
C 2.410 -2.408 -1.425 -0.419
As 1.977 -1.706 0.316 1.293
C 3.671 -0.984 0.892 -0.361
C 4.690 -0.734 -0.017 -0.079
C 5.887 -0.186 0.426 -0.068
C 6.069 0.109 1.771 -0.085
C 5.044 -0.130 2.678 -0.101
C 3.842 -0.660 2.235 -0.144
C 1.866 -3.358 1.338 -0.347
C 0.726 -4.145 1.147 -0.106
C 0.587 -5.347 1.827 -0.078
C 1.576 -5.769 2.709 -0.089
C 2.706 -4.988 2.899 -0.082
C 2.852 -3.785 2.217 -0.096
H 2.288 -1.224 -4.587 0.099
H 3.186 -3.489 -5.034 0.102
H 3.580 -5.066 -3.162 0.099
H 3.071 -4.363 -0.845 0.103
H 4.554 -0.965 -1.065 0.100
H 6.680 0.010 -0.285 0.105
H 7.006 0.533 2.111 0.104
H 5.175 0.110 3.727 0.109
H 3.035 -0.820 2.940 0.112
H -0.046 -3.817 0.465 0.057
H -0.297 -5.956 1.669 0.099
H 1.466 -6.705 3.243 0.102
H 3.484 -5.315 3.580 0.103
H 3.749 -3.199 2.360 0.090
N -4.083 0.251 2.256 0.190
C -2.868 0.142 1.678 -0.515
O -2.756 0.025 0.460 -0.020
C -1.655 0.186 2.554 -0.184
C -0.536 -0.604 1.879 -0.297
H -4.902 0.240 1.674 0.114
H -4.185 0.321 3.251 0.106
H -1.902 -0.199 3.548 0.114
H -1.388 1.239 2.681 0.107
H -0.794 -1.663 1.911 0.041
H 0.377 -0.481 2.460 0.036
C -4.101 -3.135 -1.974 -0.048
C -3.061 -3.741 -1.018 -0.620
C -2.507 -5.046 -1.595 -0.047
C -3.718 -4.004 0.349 -0.044
C -1.959 -2.789 -0.831 -0.109
C -1.049 -1.999 -0.675 -0.161
H -4.988 -3.773 -2.014 0.084
H -3.691 -3.046 -2.983 0.084
H -4.396 -2.138 -1.638 0.082
H -3.320 -5.768 -1.716 0.086
H -1.756 -5.479 -0.932 0.077
H -2.045 -4.876 -2.568 0.089
H -4.559 -4.693 0.234 0.084
H -4.086 -3.069 0.780 0.080
H -3.000 -4.442 1.046 0.080
```